(1)
# C8H16O4Yb

C8H16O4Yb as an isolated structure in a non-equilibrium geometry (wB97M-V/def2-TZVPD, the OMol25 dataset).

Structure (XYZ):
```
29
Properties=species:S:1:pos:R:3:forces:R:3
C 2.141 1.045 1.948 -0.40 -0.99 0.59
H 2.767 0.145 1.919 -0.11 0.37 -0.14
H 2.642 1.942 2.317 -0.07 -0.18 -0.42
O -1.390 -2.041 0.817 -0.83 -0.42 -0.02
C -1.342 -2.067 2.202 -0.25 -0.67 2.06
C -0.968 -0.708 2.782 -0.83 -0.18 0.68
O 0.171 -0.256 2.016 0.23 -0.56 -0.50
C 0.860 0.842 2.465 0.83 1.52 -0.85
Yb -0.191 -0.882 -0.105 1.20 -0.09 -0.04
H -0.589 -2.803 2.549 -0.39 0.19 -0.18
H -2.312 -2.351 2.655 0.38 0.01 -0.30
H -0.687 -0.772 3.841 -0.11 -0.04 -0.30
H -1.771 0.035 2.659 0.15 -0.15 0.05
H 0.238 1.613 2.923 0.17 -0.22 0.01
C 2.271 1.195 -0.258 -0.04 0.26 1.41
O 1.230 0.574 -0.954 -0.26 -0.50 -0.21
C 0.715 1.319 -2.069 -0.20 0.83 -0.68
C -0.151 0.400 -2.891 0.49 0.57 -0.76
O -1.022 -0.268 -1.981 0.06 0.20 0.01
C -2.104 -0.961 -2.597 -1.15 -0.54 -0.65
H 2.059 2.264 -0.173 1.02 -0.25 -0.40
H 1.543 1.701 -2.679 -0.19 -0.06 0.19
H 0.128 2.155 -1.664 0.17 -0.08 -0.18
H 0.442 -0.338 -3.449 -0.17 0.09 0.15
H -0.736 0.996 -3.606 0.10 -0.17 0.17
H -2.576 -1.578 -1.826 0.01 0.06 -0.16
H -2.830 -0.232 -2.978 0.20 -0.24 0.06
H -1.726 -1.598 -3.409 -0.12 0.18 0.21
H 3.187 0.632 -0.454 0.11 1.03 0.21
```
Forces are in eV/Å.

2S+1: 3
Charge: +2
E, a.u.: -1773.37374
LUMO energy (alpha / beta), Eh: -0.2956 / -0.2975
<S²>: 2.054
ΔE to the lowest compared entry with this formula, charge and spin, kcal/mol: 7.3

These are the Löwdin partial charges, in e, on atoms 1 to 5: 0.01, 0.10, 0.11, -0.31, -0.27



(2)
# C8H16PS

An isolated ion of composition C8H16PS and charge +1 in a non-equilibrium geometry (wB97M-V/def2-TZVPD, the OMol25 dataset).

Structure (XYZ):
```
26
Properties=species:S:1:pos:R:3:forces:R:3
C 2.247 1.617 -0.479 0.31 -0.03 -0.17
C 0.765 1.736 -0.870 -0.07 0.25 -0.19
C 1.851 0.915 0.831 0.23 -0.02 0.24
C 0.387 1.286 0.555 -0.48 -0.43 0.17
C 0.514 -2.238 0.417 0.21 -0.55 -0.45
C 1.338 -3.397 0.086 0.20 -0.34 -0.31
C -3.557 0.015 -0.158 0.03 0.10 0.03
C -2.306 0.879 -0.054 0.07 -0.39 0.02
P -0.939 0.013 0.840 -0.53 1.70 0.08
S -0.364 -1.402 -0.682 0.34 -0.29 0.55
H 2.867 1.031 -1.153 0.05 0.07 -0.03
H 2.718 2.582 -0.315 0.04 0.01 0.00
H 0.430 2.733 -1.151 -0.08 -0.06 -0.06
H 0.476 1.037 -1.656 -0.05 0.02 -0.01
H 2.054 -0.158 0.806 0.03 -0.02 0.03
H 2.272 1.325 1.746 0.02 -0.09 0.04
H 0.064 2.124 1.181 -0.05 -0.04 -0.01
H 0.483 -1.939 1.462 -0.12 0.06 -0.03
H 2.365 -3.247 0.430 0.00 0.11 0.04
H 1.335 -3.634 -0.974 0.03 -0.03 0.00
H 0.981 -4.261 0.657 -0.07 0.02 0.05
H -3.377 -0.872 -0.763 -0.06 -0.08 -0.05
H -3.893 -0.302 0.827 -0.05 -0.05 0.03
H -4.358 0.584 -0.622 -0.10 -0.04 -0.06
H -2.521 1.777 0.532 0.13 0.01 0.00
H -1.959 1.196 -1.041 -0.01 0.11 0.07
```
Forces are in eV/Å.

Charge: +1
E, a.u.: -1053.66217
LUMO energy, Eh: -0.2041
ΔE to the lowest compared entry with this formula, charge and spin, kcal/mol: 0.0

These are the Löwdin partial charges, in e, on atoms 1 to 5: -0.15, -0.19, -0.18, -0.51, -0.52



(3)
# C8H17BN2O

One molecule with the formula C8H17BN2O (wB97M-V/def2-TZVPD, the OMol25 dataset).

Structure (XYZ):
```
29
Properties=species:S:1:pos:R:3:forces:R:3
B 0.402 -1.013 0.223 -0.10 -0.46 -0.29
C -1.281 0.899 0.027 -0.43 0.30 0.10
C 0.831 -1.180 1.734 0.02 0.62 -0.18
C -1.166 -1.471 0.008 0.36 -0.19 -0.15
C 0.902 1.550 0.732 0.14 -0.10 0.45
C 1.447 -1.699 -0.805 -0.26 0.28 0.15
C 2.333 1.840 0.525 0.01 -0.11 -0.18
C -3.372 -0.278 0.182 -0.22 0.26 -0.03
C 0.444 0.983 -1.569 0.11 0.28 -0.55
N -1.935 -0.250 0.067 -0.07 -0.26 0.04
N 0.175 0.671 -0.150 -0.06 -0.33 0.13
O -1.750 2.013 0.071 0.11 0.27 0.04
H 0.156 -1.048 2.564 -0.21 0.03 0.25
H 1.819 -1.497 2.026 0.29 -0.07 0.09
H -1.366 -1.971 -0.947 0.03 -0.03 -0.04
H -1.515 -2.141 0.797 0.08 -0.04 0.05
H 0.305 2.184 1.362 -0.17 0.00 0.02
H 1.094 -1.750 -1.832 -0.06 0.01 -0.22
H 1.613 -2.726 -0.484 0.01 -0.15 0.07
H 2.427 -1.224 -0.822 0.22 0.08 0.05
H 2.755 2.231 1.448 0.04 -0.02 0.02
H 2.499 2.600 -0.252 0.01 -0.03 0.00
H 2.885 0.946 0.236 0.11 -0.05 0.00
H -3.678 -0.452 1.217 0.01 -0.02 -0.04
H -3.767 0.683 -0.147 -0.06 -0.08 0.05
H -3.774 -1.077 -0.443 0.06 0.02 0.00
H 1.491 0.802 -1.795 -0.02 -0.05 0.05
H -0.171 0.348 -2.203 0.01 -0.11 0.04
H 0.195 2.027 -1.768 0.01 -0.06 0.07
```
Forces are in eV/Å.

E, a.u.: -524.54134
LUMO energy (alpha / beta), Eh: 0.0196 / 0.0205

These are the Löwdin partial charges, in e, on atoms 1 to 5: -0.66, -0.48, 0.13, -0.07, -0.07



(4)
# C8H17BaOP2

C8H17BaOP2 as an isolated structure in a non-equilibrium geometry (wB97M-V/def2-TZVPD, the OMol25 dataset).

Structure (XYZ):
```
29
Properties=species:S:1:pos:R:3:forces:R:3
C -2.266 0.127 -2.297 -0.52 -0.19 0.53
C -2.784 1.453 -2.245 -0.06 -0.56 0.68
C -3.792 1.493 -1.239 0.47 -0.77 -0.26
C -3.925 0.182 -0.687 0.48 0.34 -0.47
C -2.996 -0.675 -1.342 0.38 0.75 -0.27
Ba 0.667 -1.799 -0.642 -1.22 -1.46 -0.72
P 1.336 -0.610 -3.386 1.04 0.60 -1.28
H -1.491 -0.239 -2.978 -0.40 0.11 0.10
H -2.448 2.292 -2.849 -0.05 -0.13 0.11
H -4.360 2.374 -0.944 0.09 -0.20 -0.06
H -2.898 -1.759 -1.206 -0.08 0.41 -0.02
H -4.616 -0.106 0.103 0.12 0.02 -0.20
H 2.273 0.325 -2.819 -0.34 -0.38 -0.26
H 0.917 0.241 -4.457 0.00 -0.13 0.17
H 2.318 -1.342 -4.148 -0.41 0.38 0.36
C 3.050 -1.143 2.175 0.50 0.03 0.61
P 1.722 -0.034 1.739 0.02 -0.08 -1.55
C 0.183 -0.845 2.228 -0.24 0.24 0.77
C 1.922 1.511 2.579 -0.01 0.72 0.74
O 1.697 0.185 0.223 0.29 0.46 1.17
H 3.291 -1.024 3.240 -0.01 -0.11 -0.02
H 3.944 -0.900 1.584 -0.29 -0.05 0.06
H 2.783 -2.197 2.001 -0.02 0.26 -0.13
H 0.110 -0.776 3.322 -0.11 -0.11 -0.08
H -0.697 -0.334 1.794 0.35 -0.19 0.07
H 0.160 -1.935 1.992 0.10 0.49 0.23
H 2.759 2.069 2.131 -0.24 -0.29 0.04
H 1.006 2.114 2.483 0.26 -0.21 -0.05
H 2.133 1.353 3.648 -0.09 0.04 -0.28
```
Forces are in eV/Å.

Charge: -1
E, a.u.: -1098.35067
LUMO energy, Eh: 0.0820
ΔE to the lowest compared entry with this formula, charge and spin, kcal/mol: 0.8

These are the Löwdin partial charges, in e, on atoms 1 to 5: -0.27, -0.22, -0.21, -0.22, -0.26



(5)
# C8H17CeCl2NO4P

C8H17CeCl2NO4P as an isolated structure in a non-equilibrium geometry (wB97M-V/def2-TZVPD, the OMol25 dataset).

Structure (XYZ):
```
34
Properties=species:S:1:pos:R:3:forces:R:3
C -4.357 0.383 -2.623 -0.17 0.44 -0.06
C -3.359 0.050 -1.580 1.38 0.88 0.49
H -4.266 1.438 -2.918 0.05 -0.41 0.09
H -5.364 0.188 -2.220 0.34 -0.01 -0.23
H -4.206 -0.269 -3.503 -0.05 0.16 0.40
O -2.394 0.764 -1.215 -2.29 -1.66 -0.81
Cl -3.598 -1.531 -0.827 0.20 0.88 -0.16
Ce -0.736 -0.229 0.310 -0.06 -1.03 -0.42
P 1.656 -0.673 -1.452 0.58 -1.00 -1.19
C 3.019 0.356 -2.084 0.08 0.51 0.15
C 2.540 -2.263 -1.354 -0.20 -0.31 0.39
H -0.243 -1.474 -2.779 0.28 0.08 -0.12
H 1.235 -1.260 -3.770 -0.22 0.12 0.16
H 0.270 0.167 -3.285 0.13 -0.24 0.03
C 0.624 -0.825 -2.966 -0.24 0.06 0.00
H 1.849 -3.044 -1.020 0.28 0.11 -0.14
H 2.966 -2.530 -2.329 -0.09 0.15 0.18
H 3.447 -0.111 -2.987 -0.19 0.17 0.35
H 3.800 0.434 -1.315 -0.14 0.02 -0.26
H 3.346 -2.175 -0.615 -0.13 -0.03 -0.19
H 2.663 1.364 -2.331 0.19 -0.17 -0.02
C 1.291 1.387 0.318 2.58 4.31 2.42
O 2.035 2.195 0.695 -2.37 -3.30 -1.80
Cl -0.560 -2.755 -0.179 -0.10 0.27 0.15
N -0.219 1.940 4.845 0.43 0.59 1.01
C 0.051 0.506 4.528 -0.09 0.26 0.06
C -0.342 0.343 3.085 0.00 -0.90 -1.83
O -0.065 -0.754 2.482 -0.17 1.28 1.46
O -0.894 1.318 2.480 0.33 -0.83 0.47
H 0.662 2.467 4.803 -0.32 0.08 -0.19
H -0.558 2.078 5.807 -0.15 -0.07 -0.33
H -0.879 2.333 4.145 0.18 -0.18 0.14
H 1.117 0.320 4.660 -0.16 -0.22 0.01
H -0.532 -0.137 5.193 0.10 -0.01 -0.19
```
Forces are in eV/Å.

2S+1: 2
Charge: +2
E, a.u.: -2407.20303
LUMO energy (alpha / beta), Eh: -0.2515 / -0.2495
<S²>: 0.751

These are the Löwdin partial charges, in e, on atoms 1 to 5: -0.03, -0.71, 0.11, 0.11, 0.13



(6)
# C8H17ClHfI2N2OPS

C8H17ClHfI2N2OPS as an isolated structure in a non-equilibrium geometry (wB97M-V/def2-TZVPD, the OMol25 dataset).

Structure (XYZ):
```
34
Properties=species:S:1:pos:R:3:forces:R:3
I -1.260 -3.078 -1.520 -0.29 -0.27 1.20
I -1.048 1.204 -1.102 -0.16 -0.01 0.94
Hf 0.607 -1.051 -0.519 0.86 0.52 -1.15
P 0.327 -0.829 -3.238 -0.51 0.29 -1.64
C -1.317 -0.785 -4.012 -0.09 -0.19 0.13
C 1.090 0.665 -3.936 0.20 0.15 0.71
H 2.151 -2.346 -3.678 -0.16 -0.05 -0.32
H 1.257 -1.839 -5.161 -0.03 -0.22 0.19
H 0.566 -3.098 -4.067 0.24 0.14 -0.19
C 1.159 -2.177 -4.120 0.23 -0.37 0.63
H 2.053 0.852 -3.446 -0.10 0.11 -0.31
H 1.232 0.457 -5.004 -0.01 0.18 0.19
H -1.120 -0.777 -5.089 -0.28 0.09 0.08
H -1.870 0.107 -3.706 0.07 -0.12 -0.32
H 0.421 1.521 -3.795 0.27 -0.10 -0.18
H -1.893 -1.679 -3.748 0.06 0.33 -0.44
C -2.479 -0.999 -0.738 -2.89 0.33 -2.89
O -3.598 -0.877 -1.031 3.67 -0.46 1.76
Cl 2.892 -0.908 -0.638 -0.53 0.03 -0.16
S 0.168 -1.494 1.743 -0.76 0.27 2.24
C 0.106 -0.081 2.880 -0.20 1.19 0.26
N -1.072 0.373 3.305 0.55 -1.28 -0.72
C -1.213 1.365 4.393 -0.27 -0.07 0.49
C 0.027 2.235 4.464 -0.47 0.65 -0.39
C 1.293 1.426 4.394 0.17 0.22 0.58
N 1.238 0.501 3.270 -0.69 -1.70 -0.92
H -1.886 -0.158 2.994 0.20 0.32 0.31
H -1.367 0.830 5.341 0.01 -0.03 -0.29
H -2.123 1.942 4.194 0.30 -0.08 0.01
H -0.001 2.823 5.382 0.06 -0.13 0.00
H -0.007 2.960 3.648 0.10 -0.01 -0.04
H 1.437 0.860 5.311 0.08 -0.17 0.08
H 2.164 2.054 4.256 0.13 0.15 -0.03
H 2.066 0.002 2.972 0.25 0.31 0.20
```
Forces are in eV/Å.

Charge: +3
E, a.u.: -2341.90500
LUMO energy (alpha / beta), Eh: -0.5435 / -0.5435

These are the Löwdin partial charges, in e, on atoms 1 to 5: 0.98, 0.85, 0.37, 0.49, -0.30